121
Properties=species:S:1:pos:R:3:forces:R:3 method="wB97M-V/def2-TZVPD" homo_lumo_gap_ev="5.58 / 3.98" homo_energy_ev="-3.3 / -3.8" energy_ev=-154755.458 s2=3.803 fmax_ev_per_a=0.79 total_charge=-1 multiplicity=4 lumo_ev="2.29 / 0.15"
Pd 0.899 0.330 -0.387 -0.669 0.307 -0.285
C -0.638 -0.234 -5.273 0.026 0.001 -0.024
Si -0.719 0.269 -3.443 -0.100 -0.158 -0.069
C -0.694 2.142 -3.380 0.059 0.046 0.019
C -2.431 -0.296 -2.929 0.002 -0.002 0.098
C 0.654 -0.539 -2.492 -0.003 0.313 0.423
Si 0.320 -2.275 -1.968 -0.128 -0.254 -0.143
C -0.795 -2.408 -0.463 -0.012 -0.019 0.097
C 1.877 -3.233 -1.523 0.059 0.102 0.100
C -0.497 -3.343 -3.302 0.092 -0.005 -0.119
Si 2.276 -0.212 -3.254 0.019 0.126 -0.292
C 2.887 -1.455 -4.541 0.015 -0.064 0.001
C 2.476 1.480 -4.067 -0.042 0.013 0.041
C 3.619 -0.018 -1.934 -0.051 -0.116 0.026
C 4.986 0.026 -2.210 -0.040 0.030 0.115
C 5.866 0.462 -1.236 0.006 -0.020 0.036
C 5.360 0.836 0.001 0.011 -0.025 -0.091
C 3.998 0.725 0.221 0.068 0.005 0.044
N 3.152 0.301 -0.716 0.308 0.005 0.002
H -1.376 0.335 -5.848 0.001 -0.009 0.002
H -0.880 -1.295 -5.380 0.011 0.012 -0.013
H 0.339 -0.070 -5.732 0.006 0.035 -0.002
H -1.708 2.528 -3.493 0.017 0.007 -0.013
H -0.087 2.575 -4.175 0.048 0.024 -0.024
H -0.304 2.495 -2.425 -0.024 0.020 0.026
H -3.172 0.139 -3.606 -0.016 0.032 -0.003
H -2.674 0.018 -1.913 0.028 0.031 -0.026
H -2.542 -1.380 -2.981 -0.043 0.027 0.020
H -0.515 -1.701 0.321 0.004 0.005 0.066
H -0.730 -3.418 -0.040 -0.045 -0.004 -0.037
H -1.836 -2.195 -0.713 0.014 0.012 0.012
H 2.378 -2.788 -0.661 -0.123 -0.021 -0.062
H 2.598 -3.274 -2.341 0.007 -0.031 0.027
H 1.609 -4.260 -1.256 -0.006 -0.001 0.006
H -1.502 -3.009 -3.560 0.013 -0.019 -0.017
H -0.570 -4.378 -2.953 0.014 0.015 0.019
H 0.098 -3.341 -4.220 0.000 -0.029 0.015
H 2.057 -1.754 -5.186 0.017 0.005 -0.019
H 3.302 -2.361 -4.096 -0.009 0.006 -0.020
H 3.657 -1.010 -5.178 -0.003 0.001 0.006
H 1.834 1.642 -4.932 -0.023 -0.029 -0.032
H 3.516 1.573 -4.395 -0.009 0.006 -0.004
H 2.281 2.269 -3.338 -0.019 0.013 -0.013
H 5.342 -0.263 -3.192 -0.009 0.024 -0.010
H 6.930 0.517 -1.434 0.000 0.005 -0.002
H 6.007 1.199 0.789 -0.010 -0.006 0.006
H 3.558 0.990 1.174 0.029 -0.033 -0.054
C 1.262 -0.690 4.549 0.061 -0.079 0.122
C 0.289 -1.654 3.861 0.052 0.006 -0.125
C -0.767 -0.902 3.052 -0.049 -0.255 -0.130
C 1.033 -2.688 3.053 0.049 -0.033 0.143
C 0.731 -4.021 3.157 0.011 -0.022 -0.010
C 1.569 -4.992 2.594 0.011 0.069 -0.003
C 2.815 -4.620 2.066 -0.069 0.022 0.011
C 3.177 -3.305 1.918 -0.029 -0.051 0.113
C 4.610 -2.976 1.572 -0.049 0.101 -0.079
C 5.120 -1.757 2.341 -0.052 -0.021 0.047
C 4.835 -2.850 0.066 0.096 0.066 0.023
C 2.144 -2.286 2.177 -0.360 -0.163 0.154
O 2.137 -1.151 1.679 0.565 -0.129 0.111
H 0.726 -0.056 5.257 0.062 -0.044 -0.044
H 1.750 -0.046 3.818 -0.024 -0.011 0.039
H 2.032 -1.239 5.097 0.006 -0.011 0.007
H -0.225 -2.218 4.647 -0.042 -0.037 -0.030
H -0.313 -0.150 2.404 -0.055 -0.144 0.001
H -1.463 -0.398 3.722 0.038 -0.250 -0.208
H -1.340 -1.585 2.426 0.005 -0.038 -0.007
H -0.144 -4.322 3.721 0.000 -0.027 -0.012
H 1.302 -6.039 2.657 0.017 -0.003 0.021
H 3.532 -5.389 1.802 -0.017 -0.024 0.004
H 5.188 -3.839 1.920 0.011 -0.024 -0.037
H 4.554 -0.865 2.083 0.041 -0.060 0.021
H 6.172 -1.581 2.107 0.001 0.012 -0.004
H 5.030 -1.914 3.418 0.009 -0.007 0.004
H 4.243 -2.037 -0.348 0.082 0.048 -0.007
H 4.550 -3.769 -0.449 0.005 0.031 0.001
H 5.888 -2.646 -0.142 0.019 0.002 0.008
F 1.822 3.074 -0.685 0.058 -0.020 0.025
C 1.082 2.341 0.233 0.254 0.197 -0.234
F 1.846 2.362 1.408 -0.090 0.041 0.031
H 0.200 2.942 0.448 -0.100 -0.088 -0.018
C -3.462 2.745 3.695 -0.021 0.036 0.042
Si -1.888 2.627 2.648 -0.096 0.044 -0.075
C -1.277 4.407 2.379 0.055 -0.019 -0.029
C -0.586 1.996 3.866 -0.014 0.059 0.171
Ge -2.146 1.399 0.564 0.044 -0.141 -0.129
Si -4.207 0.167 0.952 0.034 0.071 0.091
C -4.133 -0.994 2.449 0.026 -0.019 0.060
C -5.806 1.148 1.231 -0.032 0.037 0.016
C -4.723 -0.973 -0.469 0.042 -0.034 -0.066
Si -3.189 3.285 -0.558 0.007 0.059 0.117
C -4.250 2.842 -2.064 0.002 -0.110 -0.015
C -4.429 4.307 0.463 -0.009 -0.011 0.019
C -1.926 4.585 -1.151 0.066 -0.036 0.015
H -3.275 3.341 4.596 0.007 -0.014 0.001
H -3.792 1.752 4.010 -0.011 0.010 -0.003
H -4.282 3.208 3.146 -0.020 0.013 0.000
H -1.433 4.978 3.301 0.014 -0.010 0.002
H -1.757 4.942 1.564 -0.066 0.029 -0.043
H -0.202 4.398 2.177 -0.011 0.003 0.015
H -0.934 1.135 4.444 0.109 0.453 -0.007
H 0.340 1.715 3.360 -0.054 0.082 0.063
H -0.355 2.803 4.569 0.000 0.052 0.003
H -3.733 -0.502 3.338 -0.034 -0.025 -0.006
H -5.141 -1.353 2.684 0.001 -0.008 -0.021
H -3.506 -1.864 2.240 -0.004 -0.011 0.011
H -5.755 1.807 2.099 0.004 0.009 0.004
H -6.627 0.439 1.389 0.008 -0.003 0.004
H -6.056 1.756 0.359 -0.023 -0.015 0.003
H -3.947 -1.679 -0.766 -0.019 0.013 0.033
H -5.003 -0.404 -1.359 -0.002 -0.020 0.010
H -5.597 -1.547 -0.142 -0.017 0.009 -0.015
H -5.000 2.088 -1.813 -0.010 0.025 0.001
H -3.667 2.456 -2.900 -0.008 -0.023 0.002
H -4.774 3.743 -2.400 -0.004 -0.012 -0.021
H -5.326 3.734 0.697 -0.005 0.020 0.009
H -4.730 5.175 -0.135 0.005 -0.003 -0.004
H -4.020 4.677 1.403 0.055 0.032 0.023
H -1.915 4.653 -2.241 -0.012 -0.005 -0.038
H -0.906 4.358 -0.837 0.000 0.026 -0.015
H -2.181 5.573 -0.758 -0.012 -0.004 -0.001